Computed, not measured: the ion C3H5N2O3 with charge +1 at a distorted geometry, with ωB97M-V/def2-TZVPD.

Atoms and positions in Å:
C 0.01597 -0.57632 0.49002
C -0.40097 1.22039 -0.73360
C 1.12763 1.02291 -0.64572
N -0.90965 0.02161 -0.16457
N -0.23658 -2.13479 1.33489
O -1.30314 -2.16146 1.84358
O 0.64639 -2.84623 1.14847
O 1.15213 -0.07096 0.38721
H -0.81837 2.06416 -0.17587
H -0.78983 1.26085 -1.71008
H 1.46128 0.59104 -1.57395
H 1.85554 1.91760 -0.30915
H -1.80041 -0.30881 0.10876

Forces on atoms 1 to 3 (eV/Å):
-0.031 -1.788 0.785
-0.348 2.133 0.287
0.399 1.409 0.980

Output
energy relative to the best compared isomer or geometry (same formula, charge and spin)	381.69	kJ/mol
spin multiplicity	1
F_max	4.0	eV/A
gap between HOMO and LUMO	11.548	eV
total charge	+1
SMILES string	O=[N+]([O-])C1=[NH+]CCO1

Atom charges from the Löwdin analysis, given in e for atoms 1 to 2: -0.16, -0.08